[1]
{
  "formula": "C9H10N2PdS",
  "method": "wB97M-V/def2-TZVPD",
  "elements": ["C", "C", "C", "C", "C", "Pd", "C", "C", "C", "N", "H", "H", "H", "H", "H", "H", "H", "H", "H", "H", "S", "C", "N"],
  "xyz": [[-1.1525, 0.5821, -1.4480], [-0.0432, 1.4766, -1.4903], [-0.1634, 2.3743, -0.3912], [-1.3328, 2.0231, 0.3398], [-1.9459, 0.9127, -0.3143], [0.1310, 0.1683, 0.4834], [1.6001, -0.9470, -0.5497], [0.5383, -1.9993, -0.4261], [0.2963, -3.0092, -1.3104], [-0.2727, -1.6947, 0.6951], [0.5438, 3.1634, -0.1293], [0.7540, 1.4716, -2.2335], [-1.6846, 2.5001, 1.2563], [-2.8516, 0.3953, 0.0082], [-1.3170, -0.2601, -2.1236], [2.0210, -0.8230, -1.5554], [-1.0316, -2.3566, 0.8721], [2.3827, -1.0551, 0.2235], [0.9850, -3.1984, -2.1386], [-0.5483, -3.6956, -1.1732], [0.6270, 0.8055, 2.3132], [1.0758, 1.3822, 3.9691], [1.3885, 1.7839, 5.1228]],
  "atomic_forces_ev_per_a": [[-0.22, -0.13, -0.20], [-0.14, 0.72, -0.31], [0.19, 0.04, -0.40], [-0.37, 0.27, -0.23], [-0.37, 0.05, -0.23], [-1.65, 3.18, -3.35], [0.78, -2.24, -0.27], [0.03, 0.83, 1.84], [-0.36, -1.02, -0.46], [0.74, -4.53, -2.28], [-0.33, -0.36, -0.10], [-0.33, 0.02, 0.33], [0.16, -0.22, -0.43], [0.38, 0.27, -0.15], [0.00, 0.41, 0.24], [-0.22, 0.02, 0.35], [0.24, 0.08, 0.02], [-0.43, 0.15, -0.41], [-0.36, 0.17, 0.27], [0.37, 0.30, -0.07], [2.54, 3.12, 8.29], [1.56, 1.62, 5.61], [-2.21, -2.75, -8.08]],
  "multiplicity": 5,
  "e_lumo_ev": [0.51, -2.28],
  "homo_lumo_gap_ha": [0.27868, 0.21310]
}

---

[2]
{
  "formula": "C9H10N2Re",
  "method": "wB97M-V/def2-TZVPD",
  "elements": ["C", "C", "C", "C", "C", "Re", "C", "C", "C", "N", "H", "H", "H", "H", "H", "H", "H", "H", "H", "H", "N", "C"],
  "xyz": [[-1.5891, -0.4869, -1.1950], [-1.0752, 0.8509, -1.1368], [-1.7403, 1.5452, -0.0720], [-2.7082, 0.6409, 0.5219], [-2.6650, -0.5996, -0.2300], [-0.8187, -0.2434, 0.7877], [2.3818, 0.7667, -0.9620], [3.3586, -0.1135, -1.1473], [3.5754, -1.3361, -0.6621], [-0.4976, -1.6854, 1.6451], [-1.4883, 2.5326, 0.2813], [-0.3061, 1.2469, -1.7894], [-3.4049, 0.8432, 1.3233], [-3.3683, -1.4154, -0.1050], [-1.2568, -1.2480, -1.8810], [1.6149, 1.0300, -1.7138], [-0.2955, -2.5914, 2.0897], [2.1502, 1.1518, 0.0604], [4.4259, -1.9714, -0.8730], [2.8007, -1.8418, -0.0318], [0.7333, 1.8066, 2.9322], [0.1730, 1.1181, 2.1579]],
  "atomic_forces_ev_per_a": [[-1.52, 0.29, -0.46], [-0.78, 0.48, -0.05], [-0.70, 0.35, -0.81], [-0.78, 0.36, -1.75], [-0.73, 0.24, -0.91], [3.20, 3.43, 1.71], [-0.43, 0.56, 0.25], [-2.33, -1.26, 1.74], [0.40, -0.35, -0.45], [1.38, -5.17, 2.65], [-0.14, 0.02, -0.08], [-0.17, -0.02, 0.34], [0.21, 0.10, 0.01], [0.37, -0.02, -0.01], [-0.11, -0.09, -0.03], [0.95, -0.22, 0.19], [-0.34, 0.95, -0.28], [0.77, 0.33, -0.90], [0.38, 0.37, 0.18], [0.42, 0.58, -0.96], [-1.24, -1.17, -1.68], [1.17, 0.25, 1.27]],
  "multiplicity": 4,
  "e_lumo_ev": [0.21, -2.03],
  "homo_lumo_gap_ha": [0.25605, 0.26674]
}